# C34H39Br12ClF4O5S2

A molecular structure, C34H39Br12ClF4O5S2 in a non-equilibrium geometry (the ωB97M-V functional and the def2-TZVPD basis, the Open Molecules 2025 dataset).

ORCA input file:
```
! RIJCOSX wB97M-V def2-TZVPD def2/J DEFGRID3
* xyz 0 1
Br 4.116 -9.553 -2.988
C -3.613 -0.865 2.374
O -4.090 4.536 -4.055
H -4.723 5.112 -0.234
H 1.705 -2.100 8.348
F -1.488 -4.526 0.800
F -0.353 -5.666 -0.693
Cl 2.302 4.158 -2.704
C -0.722 4.967 0.480
C -3.426 -7.806 -2.346
C -2.999 4.528 -4.947
H 5.131 -4.167 -1.824
C 3.393 0.094 0.315
C -2.174 -1.394 2.348
C 1.454 -2.976 1.589
H -2.796 -7.552 -3.186
H -6.100 2.807 -2.276
C 2.841 2.142 -1.070
H 4.170 -4.036 1.022
Br -3.095 -6.498 -0.974
H -2.604 5.541 -5.001
C 1.815 -0.309 2.183
C 4.797 -4.651 -0.907
H -5.524 4.458 -2.234
H -3.334 4.265 -5.955
O 2.157 -5.287 0.428
Br 1.455 -4.380 9.264
H -2.055 -2.153 1.576
C -5.201 3.417 -2.255
C 0.689 5.226 -0.115
C -0.268 -3.122 3.534
C 1.997 1.156 2.442
H 3.972 -5.322 -1.110
C -3.879 4.423 -0.295
S 1.143 -4.688 1.241
H -3.628 0.077 1.826
C 1.471 3.917 -0.081
C -4.358 3.147 -0.984
H -3.986 -0.660 3.373
H 1.203 5.975 0.485
H -2.410 6.245 0.716
H 0.881 3.550 1.974
C -1.800 5.892 -0.119
C 2.771 1.440 0.117
H 3.366 1.727 -1.917
C 2.185 3.372 -1.144
H 0.590 5.583 -1.137
Br 4.268 7.748 -0.482
C -2.731 5.103 -1.050
H -3.519 2.501 -1.248
C 3.167 -8.005 -3.622
C 4.385 -3.563 0.064
H -3.167 5.784 -1.778
H 5.589 -5.263 -0.482
H -4.985 2.571 -0.302
S -1.708 -2.072 3.958
H -3.610 4.155 0.731
H 3.419 -1.996 -1.064
Br 1.683 -7.563 -2.480
H 2.472 -3.457 -0.922
H -4.278 -1.523 1.822
H 2.765 -8.251 -4.594
Br 1.567 8.906 -1.698
Br -0.306 -2.827 7.112
O 4.484 -0.166 -0.097
H -0.695 -3.965 3.017
H 0.191 -3.501 4.439
H -2.197 3.865 -4.613
H -0.653 5.020 1.563
H -1.373 6.773 -0.594
F -0.227 -3.530 -0.623
H -3.480 2.696 -3.375
Br 4.064 8.378 -3.598
C -4.411 3.242 -3.551
H 2.747 6.818 -2.194
Br 2.762 -3.398 6.528
C -0.355 -4.643 0.125
O 2.084 1.620 3.545
Br -5.248 -7.749 -2.965
F 5.470 -2.731 0.276
C 3.109 7.821 -2.024
C 1.443 -3.040 7.885
C 2.071 1.964 1.199
C 0.750 -2.387 2.665
C 0.954 -1.046 2.961
C 2.357 -2.212 0.795
Br 4.344 -6.499 -3.854
H -0.984 3.945 0.207
H 0.450 -0.549 3.776
H -1.507 -0.584 2.055
Br -2.921 -9.571 -1.772
C 3.136 -2.791 -0.383
C 1.427 3.188 1.118
C 2.524 -0.855 1.103
H -2.165 4.322 -1.563
H -4.981 2.712 -4.322
O 0.847 -5.436 2.424
*
```

Output
**Highest occupied orbital energy**: -0.331 Eh
**Energy above the lowest of the compared OMol25 structures with the same formula, charge and spin**: 0.0 kJ/mol
**Gap between HOMO and LUMO**: 0.2862 Eh
**F_max**: 1.80 eV/A